(1)
This record from the OMol25 dataset describes a 15-piece molecular cluster, C4H39N2O15 overall in a non-equilibrium geometry. The level of theory is ωB97M-V/def2-TZVPD.

Results
spin multiplicity = 1
lowest unoccupied orbital energy = -2.742 eV
charge = +1

```
60
Properties=species:S:1:pos:R:3:forces:R:3
O 3.543729 3.652507 1.472046 -0.37 -0.23 0.22
O -3.442279 2.494105 -0.102080 0.86 -1.33 1.00
O 3.278785 -0.121000 -1.804783 0.04 -0.03 0.01
O 0.133813 -4.545089 -0.242190 -0.23 0.40 -1.09
O 1.311074 5.237444 1.904026 -0.37 -0.22 0.25
O -3.055389 -1.392506 -1.248437 -0.27 0.31 -0.20
O 1.382850 0.383943 3.378122 0.53 0.70 1.18
O 0.279668 -2.583101 -2.192583 -0.14 0.47 0.23
O -1.380200 1.548553 2.022690 0.09 -1.24 0.04
O -2.655215 -4.139859 -1.847098 0.59 1.42 -0.08
O 4.050555 1.309083 0.399470 0.06 -0.97 -0.43
O -3.918931 -0.632691 1.582047 0.04 1.87 -0.98
O 2.408108 2.378906 -1.835123 0.43 1.19 -0.55
O -0.165939 2.430750 -1.814708 -0.35 -0.46 1.72
O -2.096995 -3.979622 1.173897 -0.27 0.11 0.00
N 0.288053 0.361045 0.347711 -1.75 -0.17 -0.32
N -0.768502 0.806117 -3.145740 -0.88 -0.49 -0.08
C 0.233073 -0.887402 1.169114 -0.63 -2.92 -0.94
C -0.515149 1.262108 -1.874827 -0.59 0.73 -2.29
C 1.425047 -1.816309 0.794636 -0.93 1.08 0.54
C -0.803835 0.301281 -0.742715 0.49 0.45 1.41
H 3.417187 2.786248 1.023582 0.39 0.43 0.29
H -0.945129 -0.732965 -1.027524 0.36 0.12 -0.40
H -2.787621 -3.188536 -2.053081 -0.73 -0.89 0.15
H 3.724044 0.611425 -0.207340 -0.01 0.28 0.25
H 0.057361 -3.034272 -1.355931 0.32 -0.23 -0.37
H 1.522414 5.970745 1.321653 0.13 -0.05 0.00
H -3.369820 2.698298 -1.035540 -0.63 0.79 0.20
H 1.148602 1.103327 3.988126 -0.33 -0.02 -0.39
H 1.207049 0.527659 -0.054597 0.21 -0.01 -0.05
H -3.668518 -1.396902 -1.993379 -0.13 0.12 0.12
H -1.752152 0.593831 -0.220067 0.89 -0.06 -0.69
H 2.034498 -1.225678 0.121857 0.89 -0.33 0.20
H 0.916344 -4.906273 0.172426 -0.39 -0.38 0.50
H 1.738277 2.782028 -2.408609 -0.39 -0.52 0.19
H 4.999655 1.141930 0.413099 0.04 0.24 0.22
H -4.033491 3.005648 0.461121 -0.06 0.44 -1.01
H -3.267557 0.015851 1.251624 0.86 -0.77 0.39
H -0.643388 -1.508967 0.880886 0.08 0.98 -0.35
H -4.589451 0.079229 1.572773 -0.79 -1.04 0.50
H 2.042524 4.599052 1.822782 0.05 0.36 -0.36
H 3.684933 3.439194 2.404042 0.16 -0.01 -0.23
H 3.350577 0.824403 -2.043425 -0.29 -0.22 -0.12
H 3.015590 3.131897 -1.786918 0.35 -0.31 0.45
H 1.060477 -2.672915 0.237051 0.27 0.01 0.41
H -0.711313 -4.626601 0.238109 0.66 -0.12 0.73
H 1.876007 -2.088064 1.746367 0.62 -0.20 -0.43
H 2.156736 0.069888 3.870888 0.06 -0.40 -0.49
H 0.062475 -0.832167 2.235137 0.54 1.21 -0.11
H -0.959350 2.023301 2.743828 -0.36 0.71 -0.34
H -1.107748 1.523138 -3.787947 0.65 -0.18 0.26
H -1.162558 -0.100844 -3.352422 0.19 -0.17 0.42
H -1.722378 -3.992292 -1.632334 0.20 -1.06 -0.05
H -2.316718 -3.060231 1.384723 -0.07 -0.34 -0.04
H 2.488242 -0.409800 -2.272796 0.03 -0.13 -0.08
H -1.727155 2.067821 1.295188 -0.24 1.20 0.32
H -3.600368 -1.195983 -0.469179 -0.09 -0.21 0.05
H 1.142175 -2.950652 -2.416036 -0.12 -0.10 -0.10
H -2.817371 -4.293805 0.606099 0.01 0.16 -0.01
H 0.004598 1.153774 0.932288 0.31 0.04 0.31
```
Positions in Å, forces in eV/Å.

(2)
This record from the OMol25 dataset describes one molecule with the formula C3H6N2S2 in a non-equilibrium geometry. The level of theory is ωB97M-V/def2-TZVPD.

Results
spin multiplicity = 1
lowest unoccupied orbital energy = 0.282 eV

```
13
Properties=species:S:1:pos:R:3:forces:R:3
S 3.490206 -0.577035 -0.260728 4.00 -0.83 -0.41
S 0.840579 -1.669909 -0.123640 0.70 -1.07 0.77
N -1.439797 -0.798510 -0.583026 1.15 0.27 3.21
N -2.561740 -0.151991 -0.285888 -2.29 -0.31 -3.20
C 1.361103 0.938386 -0.067689 -0.85 4.31 2.25
C -0.642719 -0.952054 0.471816 -0.37 -0.94 -4.75
C 1.975784 -0.333301 -0.129268 -2.84 -1.67 -0.05
H -3.191564 0.031520 -1.154379 1.66 -0.05 2.70
H -2.500418 0.428829 0.514840 -0.74 0.82 0.40
H 0.539791 0.944042 0.698169 0.67 -0.01 -0.51
H 2.161777 1.672354 0.415312 -1.78 -0.95 -1.84
H 0.788616 1.223944 -0.993503 1.11 0.04 0.63
H -0.821622 -0.756278 1.497990 -0.44 0.41 0.79
```
Positions in Å, forces in eV/Å.

(3)
This record from the OMol25 dataset describes C6H5BrMnNO2 as an isolated structure in a non-equilibrium geometry. The level of theory is ωB97M-V/def2-TZVPD.

Results
spin multiplicity = 6
lowest unoccupied orbital energy (spin up / spin down) = -7.900 / -7.953 eV
charge = +1

```
16
Properties=species:S:1:pos:R:3:forces:R:3
Br -9.610535 -17.361104 3.651917 0.37 -0.86 -1.40
Mn -9.086682 -18.599405 1.680094 -0.37 0.86 1.36
O -15.141512 -18.401167 9.509886 -0.23 -0.15 -0.11
O -15.027400 -18.601555 7.351199 0.04 -0.05 0.66
N -14.548835 -18.379593 8.456436 -0.09 0.06 -0.54
C -11.299462 -16.992266 9.651586 -0.47 -0.14 -0.23
C -12.607107 -17.494059 9.657461 0.52 0.93 0.52
C -11.067582 -17.651693 7.365347 -0.26 -0.02 -0.73
C -13.132164 -18.001473 8.496117 0.30 -0.08 -0.22
C -12.375998 -18.105752 7.344468 -0.09 -0.06 -0.13
C -10.537249 -17.060937 8.489098 0.17 -0.24 0.83
H -12.840899 -18.521023 6.461874 0.09 0.03 -0.04
H -10.478548 -17.694693 6.456774 0.01 -0.14 0.07
H -9.506351 -16.731142 8.487006 -0.07 0.20 0.01
H -13.224504 -17.358858 10.535517 -0.02 -0.23 -0.06
H -10.924551 -16.506171 10.541111 0.11 -0.11 0.01
```
Positions in Å, forces in eV/Å.

(4)
This record from the OMol25 dataset describes C37H44BCl3IrN7OS8 as an isolated structure. The level of theory is ωB97M-V/def2-TZVPD.

Results
spin multiplicity = 2
lowest unoccupied orbital energy (spin up / spin down) = 2.250 / 1.739 eV
charge = -1

```
102
Properties=species:S:1:pos:R:3:forces:R:3
Ir -0.077099 -0.770511 -0.668801 0.07 -0.36 -0.18
Cl -2.656996 -3.100491 -0.873621 0.02 0.03 0.00
Cl 2.596429 -4.519593 -0.882694 -0.01 0.00 0.00
Cl -1.105987 -7.663810 -3.204260 0.00 0.01 0.00
S 0.629611 1.508228 -3.657634 0.14 0.05 0.04
S 0.659693 -1.372041 -2.840868 0.06 -0.04 -0.20
S -0.939436 1.138197 -6.008655 -0.02 0.01 0.01
S -0.963617 -0.517938 1.612524 0.03 0.12 -0.09
S -1.229107 -1.811819 -5.732167 0.12 0.00 -0.02
S -0.014253 3.888220 -5.321513 -0.01 -0.01 0.01
S 0.409427 3.244438 0.379431 -0.03 -0.02 -0.06
S 2.237683 -0.882278 0.106915 0.27 0.10 0.00
O 0.379618 -2.806250 -0.232502 -0.18 0.09 0.27
N -1.377676 0.230429 -1.361296 -0.11 0.29 0.47
N 0.483856 2.098742 2.839330 -0.08 -0.06 0.02
N 3.865159 1.373834 -0.225506 -0.16 0.00 0.03
N 2.675765 1.391970 1.603360 -0.12 -0.03 -0.13
N 0.522467 -2.314508 3.184359 -0.03 0.11 -0.01
N -1.282111 3.363083 2.564148 0.07 0.08 0.04
N 1.369029 -0.310583 3.012358 -0.15 -0.01 0.19
C 0.937568 -4.816513 -1.300333 -0.01 0.04 0.03
C -0.143645 2.901391 1.934582 -0.08 -0.10 0.01
C -1.352324 2.803631 3.833476 0.01 0.05 0.01
C -0.017954 -3.839191 -0.916500 0.17 -0.02 -0.18
C -0.600797 -0.303452 -5.078322 -0.01 -0.02 -0.03
C -2.175432 2.320707 -2.218299 -0.01 0.11 0.10
C -2.366277 0.959782 -1.880083 0.06 -0.07 -0.10
C -3.386029 3.138931 1.372187 -0.01 0.05 -0.07
C 4.320943 2.397225 -2.389724 0.12 -0.01 0.00
C 0.612953 -4.670766 2.558688 0.02 -0.02 0.04
C -0.579008 -3.924413 4.656524 0.02 0.00 0.02
C -2.428387 4.137831 2.020076 -0.03 -0.03 -0.05
C 4.570626 1.155743 -1.529506 0.06 -0.04 0.03
C -4.645538 1.116611 -2.691302 0.00 -0.02 -0.01
C -1.671801 -5.304315 -1.999632 -0.01 0.02 -0.01
C 3.476876 2.503491 1.618654 -0.02 0.01 0.08
C -2.007196 5.214341 1.021098 -0.02 0.04 0.04
C -1.572648 -3.492865 2.436161 -0.04 -0.02 0.03
C -3.630509 0.371646 -2.128777 -0.02 -0.02 -0.03
C 4.128692 -0.077328 -2.299795 -0.01 -0.03 0.04
C 0.322104 -1.074632 2.640708 0.17 -0.20 -0.13
C -4.439980 2.451447 -3.036708 0.00 -0.01 0.00
C -1.340032 -4.152272 -1.302787 -0.01 -0.02 0.06
C 2.239218 -1.068187 3.754312 0.03 0.06 0.03
C -3.200633 3.040854 -2.795764 0.01 0.03 0.02
C -2.419092 -2.255475 -4.451301 0.02 -0.02 0.09
C -0.258793 2.052548 4.001859 0.00 -0.09 0.01
C 2.897574 0.695701 0.466072 0.00 0.07 -0.06
C 1.724520 -2.301556 3.863724 0.01 -0.09 -0.02
C -0.098175 2.266940 -5.019785 0.03 -0.02 -0.01
C 6.064292 1.014556 -1.218594 0.02 -0.03 0.01
C 4.214489 2.497992 0.500929 0.03 0.02 -0.02
C -3.126593 4.850208 3.188876 -0.01 -0.05 0.02
C 0.131250 -0.137924 -3.955489 -0.10 -0.03 0.04
C -0.264155 -3.590756 3.195871 -0.06 0.11 -0.03
C 0.630373 -5.973225 -1.984423 -0.02 0.00 -0.01
C -0.687106 -6.207770 -2.337098 0.02 -0.01 0.01
B 1.722916 1.190368 2.802538 0.07 0.00 -0.01
H 3.257562 2.556365 -2.527452 -0.20 0.00 -0.04
H -1.926649 -2.218818 -3.481927 -0.02 -0.01 0.02
H 2.111490 -3.172428 4.357399 0.00 0.02 0.00
H 1.447836 -4.951771 3.203959 0.00 0.00 -0.02
H 1.411244 -6.671786 -2.247989 0.00 0.00 0.00
H -3.773309 -0.668040 -1.870371 0.01 -0.04 0.01
H 2.364120 1.478206 3.794536 0.08 0.00 -0.06
H -1.223764 5.850979 1.435227 0.00 0.00 0.01
H 4.779954 2.256182 -3.368831 0.00 -0.01 0.00
H 6.231450 0.176697 -0.539955 0.00 0.00 -0.01
H 0.319851 -4.067764 5.257166 -0.01 0.00 -0.01
H 3.437748 3.209070 2.428444 -0.01 0.01 -0.01
H -2.400468 5.325973 3.849732 0.00 0.04 -0.02
H -5.608214 0.653160 -2.872411 0.00 0.00 0.00
H -3.746640 4.172350 3.777084 0.03 -0.01 0.02
H -2.703810 -5.487670 -2.262940 0.00 0.00 0.00
H 4.336973 -0.998163 -1.760526 -0.01 -0.01 0.01
H 1.010094 -4.311302 1.611967 -0.01 0.01 -0.07
H -2.056818 -4.470851 2.495315 0.01 0.02 0.00
H -2.163034 2.994350 4.508083 0.01 0.00 0.01
H 3.152417 -0.653679 4.140498 0.00 0.00 0.00
H -4.287157 3.647405 1.021795 0.01 0.00 -0.01
H -1.176086 -3.129991 5.107495 0.00 0.00 0.00
H 3.071058 -0.072077 -2.538931 -0.12 0.01 0.00
H -1.404366 -3.241147 1.399626 0.01 0.02 -0.11
H 0.056536 1.464960 4.846309 0.00 0.01 0.00
H -1.155590 -4.849798 4.689450 0.00 0.00 0.00
H -1.637635 4.793122 0.095962 0.03 -0.05 -0.05
H -5.237573 3.025707 -3.490401 0.00 0.00 0.00
H 0.014988 -5.564397 2.374467 0.00 0.00 0.02
H -2.905092 2.658344 0.522500 0.04 -0.05 -0.08
H -3.671833 2.365418 2.087929 -0.01 0.01 0.00
H -2.885247 5.828728 0.810044 0.01 0.01 0.00
H 6.483650 1.915666 -0.769846 -0.01 -0.01 0.01
H -2.733179 -3.279611 -4.653281 0.00 0.01 -0.01
H 4.948189 3.199850 0.155662 -0.01 0.00 0.01
H 4.744352 3.298540 -1.945646 0.00 -0.01 -0.03
H -3.277105 -1.590270 -4.472431 -0.06 0.05 0.01
H 6.602923 0.818575 -2.146406 0.00 0.01 0.00
H 4.695536 -0.080856 -3.233860 -0.02 -0.01 0.00
H -1.220106 2.776026 -1.999007 -0.03 0.02 0.04
H -3.780719 5.623738 2.788782 -0.03 -0.03 -0.01
H -3.030542 4.076436 -3.063587 0.00 -0.01 0.00
H -2.237785 -2.744057 2.861352 -0.01 0.01 0.01
```
Positions in Å, forces in eV/Å.

Which energy relative to the best compared isomer or geometry (same formula, charge and spin) belongs to each record? In order, 94.10, 71.41, 0.00, 2.14 kcal per mole.